Entry 1:
C30H43Cl3N5O3PrSi | ωB97M-V with the def2-TZVPD basis set

Geometry as ORCA input:
```
! RIJCOSX wB97M-V def2-TZVPD def2/J DEFGRID3
* xyz 0 3
C 0.131 1.141 -6.289
C 0.557 1.925 -5.057
H 0.241 1.698 -7.237
H -0.942 0.917 -6.170
H 0.673 0.189 -6.383
C 0.801 3.244 -5.095
C 0.162 4.110 -6.116
H 1.426 3.790 -4.367
H -0.898 3.787 -6.145
H 0.566 4.053 -7.128
H 0.173 5.157 -5.815
Pr -1.545 -0.829 1.418
Cl 0.953 -1.736 0.849
Cl -3.532 -2.551 1.326
H -1.742 -5.192 5.300
H 0.364 -6.451 3.968
C -1.904 -4.682 4.346
C 0.020 -5.847 3.115
N -0.668 -4.613 3.559
H -2.190 -3.631 4.506
C -0.370 -3.417 3.046
O -0.999 -2.350 3.289
H 0.885 -5.556 2.503
H 0.483 -3.411 2.360
H -2.698 -5.188 3.777
H -0.632 -6.499 2.516
H -3.524 1.012 -2.363
H -2.140 2.965 -2.735
C -3.953 1.495 -1.475
C -2.545 3.481 -1.860
N -2.975 2.483 -0.894
H -4.278 0.722 -0.778
C -2.393 2.387 0.304
O -2.551 1.415 1.109
H -1.785 4.138 -1.443
H -1.726 3.202 0.650
H -4.821 2.046 -1.825
H -3.398 4.109 -2.167
O -0.185 0.033 -3.456
C 0.771 1.128 -3.770
C 0.604 3.225 -2.165
C 0.943 1.891 -2.434
H 0.112 3.839 -2.905
C 0.921 3.789 -0.923
H 1.729 0.641 -3.978
C 1.488 1.114 -1.403
H 0.619 4.835 -0.762
C 1.605 3.057 0.045
C 1.793 1.687 -0.179
H 1.645 0.053 -1.604
H 1.876 3.527 0.976
H 2.128 1.032 0.628
Si -0.798 -1.540 -3.185
Cl -1.499 -0.219 -1.098
C -2.590 -2.427 -2.935
C 0.234 -2.875 -2.355
C -0.708 -1.501 -5.075
H -2.826 -2.609 -1.874
H -2.518 -3.402 -3.441
H -3.430 -1.869 -3.371
H -1.194 -0.570 -5.408
H -1.263 -2.361 -5.475
H 0.348 -1.515 -5.428
H 1.216 -2.416 -2.231
H 0.300 -3.683 -3.083
H -0.127 -3.283 -1.394
N 5.110 -1.276 9.512
C 4.568 -0.821 8.580
C 3.873 -0.326 7.414
C 3.613 -1.223 6.361
C 2.885 -0.803 5.233
C 2.417 0.530 5.196
C 2.695 1.427 6.219
C 3.419 1.005 7.335
N 1.538 0.963 4.194
C 0.950 2.245 4.071
C -0.012 2.122 3.101
N -0.037 0.805 2.654
C 0.907 0.173 3.319
H 3.978 -2.251 6.455
H 2.694 -1.503 4.416
H 2.290 2.439 6.143
H 3.606 1.721 8.136
H 1.284 3.114 4.594
H -0.643 2.884 2.674
H 1.172 -0.895 3.201
*
```

* HOMO level (alpha / beta): -7.67 / -7.67 eV
* energy relative to the best compared isomer or geometry (same formula, charge and spin): 0.00 kcal/mol
* HOMO-LUMO gap (alpha / beta): 7.093 / 7.095 eV


Entry 2:
C30H43F5OP2Ti | ωB97M-V with the def2-TZVPD basis set

Geometry as ORCA input:
```
! RIJCOSX wB97M-V def2-TZVPD def2/J DEFGRID3
* xyz 1 2
Ti 1.287 -0.105 1.224
C 2.691 1.181 2.584
C 2.282 -0.063 3.202
C 3.455 -0.566 1.237
C 3.391 0.868 1.366
C 2.827 -1.151 2.400
C 2.642 2.537 3.179
H 1.885 2.625 3.964
H 2.425 3.286 2.409
H 3.616 2.795 3.617
C 3.995 1.844 0.429
H 3.372 2.749 0.381
H 4.070 1.431 -0.582
H 5.011 2.144 0.747
C 4.067 -1.283 0.095
H 5.111 -1.562 0.301
H 4.076 -0.662 -0.807
H 3.511 -2.206 -0.117
C 2.782 -2.600 2.719
H 3.767 -2.957 3.055
H 2.514 -3.185 1.831
H 2.061 -2.805 3.520
C 1.592 -0.219 4.512
H 2.319 -0.428 5.314
H 0.883 -1.052 4.496
H 1.048 0.689 4.797
C 0.028 1.383 0.214
C -0.120 1.608 1.588
C -1.201 1.050 2.460
C -1.602 -0.425 2.189
C -0.498 -1.380 1.802
C -0.102 -1.646 0.472
C -0.654 -0.931 -0.723
C -0.921 0.602 -0.649
H -2.096 1.683 2.354
H -2.439 -0.427 1.462
H -0.912 1.165 3.519
H -1.969 0.815 -0.373
H 0.741 2.021 -0.315
H 0.369 2.497 1.979
H -0.814 0.993 -1.677
H 0.001 -1.112 -1.587
H 0.420 -2.590 0.261
H -1.635 -1.396 -0.992
H -2.056 -0.799 3.128
H -0.241 -2.133 2.564
P -3.278 -1.945 -2.247
P -2.329 -4.692 -3.084
C -4.535 -2.949 -3.174
C -3.820 -4.022 -4.001
H -5.116 -2.263 -3.806
H -5.216 -3.410 -2.443
H -4.477 -4.861 -4.264
H -3.427 -3.586 -4.930
C -1.832 -5.870 -4.397
H -0.964 -6.437 -4.051
H -1.534 -5.294 -5.278
H -2.640 -6.555 -4.667
C -3.200 -5.875 -1.948
H -4.000 -6.431 -2.458
H -3.613 -5.327 -1.091
H -2.445 -6.579 -1.568
C -3.089 -0.485 -3.348
H -2.469 0.274 -2.852
H -4.075 -0.063 -3.588
H -2.579 -0.794 -4.269
C -4.323 -1.272 -0.906
H -4.663 -2.114 -0.287
H -5.191 -0.740 -1.315
H -3.737 -0.594 -0.270
F 1.396 9.291 -0.694
C 1.629 7.982 -0.514
C 2.600 7.563 0.405
F 3.351 8.481 1.054
C 2.757 6.212 0.638
F 3.754 5.766 1.431
C 1.849 5.238 0.096
O 1.757 4.076 0.556
C 1.065 5.706 -1.011
F 0.462 4.779 -1.779
C 0.903 7.047 -1.265
F 0.051 7.460 -2.228
*
```

* HOMO level (alpha / beta): -9.48 / -9.48 eV
* energy relative to the best compared isomer or geometry (same formula, charge and spin): 0.00 kcal/mol
* HOMO-LUMO gap (alpha / beta): 5.671 / 4.225 eV


Entry 3:
C30H43N5O5PS2TeW | ωB97M-V with the def2-TZVPD basis set

Geometry as ORCA input:
```
! RIJCOSX wB97M-V def2-TZVPD def2/J DEFGRID3
* xyz 1 3
W -0.531 1.168 1.711
O -1.158 -2.636 2.850
C -1.153 -1.458 3.176
O -0.772 -0.515 2.315
C -1.604 -0.988 4.500
C -2.010 -1.991 5.395
C -2.464 -1.691 6.657
C -2.518 -0.363 7.066
C -2.124 0.640 6.210
C -1.672 0.352 4.921
S -1.236 1.756 3.969
H -1.945 -3.012 5.051
H -2.770 -2.479 7.326
H -2.870 -0.113 8.054
H -2.151 1.674 6.520
N -2.386 3.354 0.082
C -1.308 3.974 0.694
C -1.008 5.281 0.335
C 0.000 5.969 0.989
C 0.645 5.317 2.052
C 0.341 4.019 2.337
N -0.582 3.263 1.627
C -3.163 2.293 0.533
C -4.524 2.306 0.258
C -5.314 1.212 0.559
C -4.668 0.081 1.067
C -3.323 0.111 1.299
N -2.516 1.218 1.114
H -2.906 3.991 -0.510
H -1.572 5.746 -0.458
H 0.262 6.970 0.701
H 1.407 5.825 2.617
H 0.830 3.486 3.153
H -4.956 3.182 -0.199
H -6.376 1.226 0.391
H -5.209 -0.828 1.264
H -2.819 -0.798 1.617
C 2.428 -3.247 0.456
C 1.433 -2.516 1.329
O 1.319 -1.123 0.938
P 2.073 0.045 1.744
O 1.437 0.464 3.042
Te 1.711 1.790 0.142
O 3.519 -0.552 1.967
C 4.241 -0.340 3.191
C 4.663 1.102 3.377
H 2.474 -4.286 0.771
H 3.414 -2.801 0.550
H 2.123 -3.197 -0.585
H 1.733 -2.557 2.379
H 0.426 -2.932 1.246
H 5.109 -0.998 3.103
H 3.622 -0.660 4.034
H 5.267 1.438 2.538
H 5.239 1.181 4.296
H 3.786 1.742 3.461
C 2.449 -3.958 -3.707
C 1.275 -4.284 -4.622
C -0.087 -3.975 -3.996
C -0.474 -2.488 -4.020
N -0.380 -1.890 -2.695
C -0.269 -0.591 -2.378
S -1.229 -0.037 -1.078
N 0.497 0.287 -3.020
C 1.677 0.085 -3.837
C 1.746 1.071 -5.002
C 0.627 0.925 -6.036
C -0.729 1.439 -5.559
H 3.386 -4.067 -4.249
H 2.466 -4.645 -2.864
H 2.392 -2.941 -3.324
H 1.312 -5.349 -4.859
H 1.370 -3.737 -5.562
H -0.097 -4.333 -2.966
H -0.849 -4.537 -4.537
H -1.514 -2.391 -4.351
H 0.144 -1.939 -4.726
H -0.977 -2.373 -2.032
H 0.405 1.239 -2.684
H 1.707 -0.935 -4.210
H 2.556 0.245 -3.198
H 2.705 0.907 -5.497
H 1.752 2.089 -4.612
H 0.540 -0.121 -6.337
H 0.919 1.490 -6.923
H -1.161 0.797 -4.796
H -1.425 1.476 -6.394
H -0.630 2.444 -5.152
*
```

* HOMO level (alpha / beta): -9.43 / -9.93 eV
* energy relative to the best compared isomer or geometry (same formula, charge and spin): 52.74 kcal/mol
* HOMO-LUMO gap (alpha / beta): 6.097 / 6.674 eV